1.
18
Properties=species:S:1:pos:R:3:lowdin_charge:R:1 method="wB97M-V/def2-TZVPD" spin_multiplicity=1 lumo_ha=0.0402
C 0.128 1.056 -0.017 -0.304
C -1.864 0.992 0.356 -0.193
C -0.032 0.095 1.020 -0.078
N 1.707 -0.795 0.594 -0.165
N 1.360 -1.709 -0.477 -0.146
N 0.321 0.735 -1.330 0.058
O -2.369 0.061 -0.534 -0.088
H -1.692 -0.105 -1.219 0.075
H 2.176 -1.318 1.340 0.023
H 0.397 2.066 0.276 0.136
H 2.198 -2.030 -0.959 0.065
H 0.877 -2.551 -0.151 0.064
H 0.543 -0.282 -1.450 0.069
H 0.984 1.324 -1.822 0.104
H -2.018 2.035 0.058 0.087
H -2.322 0.844 1.332 0.097
H -0.564 -0.844 0.954 0.090
H 0.170 0.428 2.028 0.105

***

2.
11
Properties=species:S:1:pos:R:3:lowdin_charge:R:1 method="wB97M-V/def2-TZVPD" spin_multiplicity=1 lumo_ha="-0.0535 / -0.0535"
C -0.516 0.497 -1.249 0.260
C -0.555 0.274 0.253 -0.463
C 0.241 -0.805 -0.986 -0.394
C 1.321 -1.399 -1.478 0.025
C -0.867 1.228 1.329 -0.049
N -0.434 -1.017 0.382 0.235
H 1.870 -2.160 -0.900 0.065
H 1.804 -1.015 -2.387 0.062
H -1.794 1.977 1.308 0.136
H -0.070 1.825 1.470 0.024
H -0.999 0.595 2.258 0.098

***

3.
85
Properties=species:S:1:pos:R:3:lowdin_charge:R:1 method="wB97M-V/def2-TZVPD" s2=0.754 spin_multiplicity=2 total_charge=+1 lumo_ha="-0.1044 / -0.2008"
Ba -1.219 -0.070 -0.035 1.916
C -3.216 -3.046 3.438 0.024
C -3.117 -2.747 1.980 -0.244
N -2.055 -2.869 1.285 -0.043
N -0.845 -3.215 1.887 0.031
C 0.046 -3.487 0.940 -0.774
N 1.309 -3.764 1.191 0.170
S -0.659 -3.476 -0.636 0.934
C -4.281 -2.183 1.238 -0.230
C -5.587 -2.457 1.604 0.010
C -6.607 -1.895 0.849 -0.032
C -6.284 -1.101 -0.230 -0.021
C -4.943 -0.875 -0.522 -0.098
N -3.957 -1.386 0.207 0.060
H -2.422 -3.707 3.782 0.086
H -4.167 -3.521 3.664 0.088
H -3.176 -2.103 3.989 0.098
H -0.594 -2.900 2.817 0.174
H 1.702 -3.507 2.084 0.135
H 1.951 -3.800 0.415 0.110
H -5.819 -3.094 2.444 0.113
H -7.640 -2.086 1.107 0.119
H -7.053 -0.653 -0.844 0.115
H -4.638 -0.273 -1.368 0.103
N -2.570 2.170 -4.228 0.170
C -1.348 1.291 -4.015 -0.498
C -0.467 1.351 -5.255 -0.069
P -0.574 1.882 -2.482 0.240
O 0.203 3.187 -3.014 -0.121
O 0.376 0.826 -1.986 -0.453
O -1.705 2.264 -1.563 -0.412
P -2.143 -0.391 -3.793 0.292
O -1.016 -1.427 -4.273 -0.125
O -3.265 -0.308 -4.773 -0.305
O -2.391 -0.619 -2.338 -0.502
H -2.345 3.014 -4.753 0.164
H -2.930 2.432 -3.300 0.140
H -3.253 1.566 -4.734 0.129
H -0.143 2.374 -5.457 0.083
H -0.992 0.960 -6.129 0.092
H 0.421 0.744 -5.091 0.089
H 0.354 3.827 -2.302 0.072
H -1.182 -1.706 -5.183 0.088
F -2.185 -0.372 2.512 -0.319
P -2.622 1.099 3.225 0.166
F -2.425 1.772 1.726 -0.263
F -2.763 0.328 4.620 -0.128
F -4.139 0.767 2.845 -0.125
F -1.048 1.333 3.488 -0.152
F -2.996 2.502 3.843 -0.095
O 1.085 -0.743 1.107 -0.668
As 2.420 0.196 0.735 1.194
C 3.652 0.093 2.193 -0.304
C 5.024 0.199 2.005 -0.092
C 5.868 0.174 3.108 -0.068
C 5.337 0.051 4.383 -0.067
C 3.962 -0.047 4.567 -0.067
C 3.113 -0.026 3.471 -0.089
C 3.317 -0.464 -0.822 -0.295
C 3.322 0.210 -2.037 -0.090
C 3.967 -0.359 -3.127 -0.053
C 4.593 -1.590 -3.007 -0.064
C 4.588 -2.264 -1.794 -0.074
C 3.954 -1.698 -0.698 -0.117
C 1.948 2.018 0.520 -0.305
C 0.734 2.484 1.010 -0.125
C 0.410 3.831 0.881 -0.046
C 1.296 4.701 0.264 -0.067
C 2.517 4.233 -0.219 -0.066
C 2.848 2.895 -0.088 -0.092
H 5.437 0.296 1.007 0.107
H 6.938 0.254 2.971 0.111
H 5.997 0.036 5.241 0.111
H 3.552 -0.129 5.564 0.111
H 2.039 -0.088 3.605 0.103
H 2.801 1.149 -2.143 0.086
H 3.975 0.162 -4.075 0.112
H 5.093 -2.027 -3.862 0.111
H 5.090 -3.219 -1.701 0.109
H 3.978 -2.201 0.263 0.100
H 0.038 1.830 1.517 0.037
H -0.542 4.182 1.256 0.124
H 1.045 5.750 0.169 0.113
H 3.216 4.914 -0.687 0.113
H 3.805 2.545 -0.455 0.109